1.
86
Properties=species:S:1:pos:R:3:mulliken_spin:R:1 method="wB97M-V/def2-TZVPD" e_tot_ha=-3959.19153 spin_multiplicity=2 e_homo_ev="-10.5 / -10.7" e_above_lowest_kcal_mol=69.5 fmax_ha_per_bohr=0.01185 total_charge=+1 gap_ev="6.2 / 6.1" lumo_ev="-4.3002 / -4.5568" s_squared=0.76
W -0.758 0.517 0.720 0.862
C 1.027 4.667 -3.569 0.001
C 1.970 3.561 -3.630 0.005
C 1.722 2.379 -3.049 0.000
C 0.505 2.142 -2.286 0.015
C -0.447 3.321 -2.074 0.002
C -0.081 4.559 -2.844 0.004
N 0.184 0.978 -1.823 0.018
C 0.759 -0.183 -2.386 0.007
C 0.570 -0.374 -3.758 0.001
C 1.033 -1.485 -4.433 0.001
C 1.749 -2.469 -3.757 0.001
C 1.974 -2.300 -2.415 0.002
C 1.456 -1.207 -1.704 0.005
N 1.809 -1.259 -0.356 0.034
N 1.123 -0.682 0.486 0.008
C 1.575 -0.591 1.825 -0.023
C 2.674 -1.146 2.431 -0.003
C 2.874 -0.825 3.769 0.000
C 1.992 0.032 4.412 0.001
C 0.903 0.536 3.712 -0.003
N 0.709 0.206 2.447 -0.026
H 1.254 5.583 -4.097 0.000
H 2.904 3.706 -4.157 0.000
H 2.447 1.578 -3.103 0.001
H -1.421 2.986 -2.452 0.000
H -0.770 5.392 -2.762 0.000
H 0.031 0.391 -4.302 0.002
H 0.849 -1.574 -5.495 0.000
H 2.133 -3.337 -4.274 0.000
H 2.549 -3.022 -1.850 0.001
H 3.337 -1.793 1.875 0.000
H 3.719 -1.237 4.302 0.000
H 2.138 0.309 5.446 0.000
H 0.183 1.206 4.165 -0.004
O -1.557 2.746 -0.044 0.072
C -0.701 3.749 -0.611 0.016
C 0.576 4.004 0.132 -0.007
C 1.082 5.290 0.204 -0.001
C 2.327 5.505 0.762 0.003
C 3.085 4.462 1.269 -0.003
C 2.575 3.181 1.216 0.002
C 1.319 2.934 0.645 0.001
O 0.884 1.686 0.601 0.058
N 2.857 6.873 0.812 0.000
O 3.942 7.034 1.330 0.000
O 2.177 7.755 0.326 0.001
H -1.278 4.678 -0.643 -0.001
H 0.523 6.133 -0.178 0.000
H 4.054 4.669 1.698 0.000
H 3.137 2.342 1.605 0.000
S -4.893 -0.526 3.429 0.021
Sb -2.829 0.201 3.545 0.005
S -1.609 2.517 1.651 -0.048
S -1.520 -1.304 2.139 -0.020
C -4.193 -3.927 0.873 0.001
C -3.970 -3.180 -0.427 0.001
C -2.773 -3.718 -1.190 0.002
C -5.226 -3.145 -1.279 0.001
O -3.691 -1.793 0.012 -0.006
P -2.890 -0.661 -0.658 0.012
O -1.369 -0.907 -0.752 -0.009
O -2.863 0.574 0.256 -0.021
O -3.572 -0.480 -2.034 0.000
C -3.896 0.644 -2.935 -0.002
C -4.227 1.884 -2.127 0.000
C -2.689 0.842 -3.830 0.004
C -5.101 0.154 -3.715 0.000
H -4.450 -4.965 0.657 0.000
H -5.005 -3.470 1.438 -0.001
H -3.291 -3.903 1.483 -0.001
H -2.960 -4.756 -1.465 0.000
H -1.876 -3.675 -0.573 0.000
H -2.599 -3.151 -2.107 0.000
H -5.519 -4.163 -1.538 0.000
H -5.056 -2.588 -2.200 0.000
H -6.041 -2.680 -0.726 0.000
H -3.373 2.233 -1.547 0.003
H -5.046 1.684 -1.435 0.000
H -4.543 2.672 -2.811 0.000
H -1.809 1.026 -3.216 0.002
H -2.851 1.689 -4.499 0.000
H -2.510 -0.049 -4.432 0.000
H -5.945 -0.013 -3.046 0.000
H -4.870 -0.776 -4.233 0.000
H -5.385 0.902 -4.455 0.000


2.
75
Properties=species:S:1:pos:R:3:lowdin_charge:R:1 method="wB97M-V/def2-TZVPD" e_tot_ha=-4421.77940 e_homo_ev=-13.4 e_above_lowest_kcal_mol=16.0 fmax_ha_per_bohr=0.03287 total_charge=+2 gap_ev=7.9 lumo_ev=-5.5012
Y 0.714 0.006 0.338 1.597
C -0.520 3.196 -0.272 -0.148
C 0.727 3.585 0.470 -0.126
O 1.597 2.445 0.418 -0.253
C 2.656 2.541 1.379 -0.130
C 2.113 2.190 2.755 -0.128
O 1.025 1.294 2.518 -0.254
C 0.661 0.584 3.705 -0.125
C -0.686 -0.087 3.436 -0.090
O -0.991 -0.097 2.012 -0.261
C -2.212 0.617 1.695 -0.118
C -1.870 2.048 1.385 -0.126
O -1.003 1.954 0.247 -0.336
H -0.300 3.026 -1.327 0.113
H -1.293 3.964 -0.204 0.153
H 0.517 3.844 1.510 0.136
H 1.217 4.440 -0.005 0.155
H 3.110 3.532 1.352 0.153
H 3.406 1.820 1.074 0.088
H 1.741 3.053 3.313 0.142
H 2.890 1.704 3.350 0.145
H 0.578 1.287 4.537 0.148
H 1.437 -0.147 3.932 0.119
H -1.494 0.441 3.936 0.134
H -0.680 -1.117 3.785 0.134
H -2.929 0.514 2.508 0.150
H -2.634 0.140 0.813 0.101
H -1.353 2.538 2.215 0.141
H -2.766 2.616 1.126 0.151
C 1.922 -0.391 -2.880 -0.150
C 2.629 -1.293 -2.093 -0.083
C 3.564 -0.826 -1.175 -0.089
C 3.782 0.545 -1.045 -0.104
C 3.052 1.449 -1.811 -0.084
C 2.121 0.984 -2.730 -0.117
H 1.240 -0.764 -3.633 0.094
H 2.495 -2.358 -2.233 0.124
H 4.144 -1.529 -0.592 0.122
H 4.562 0.901 -0.385 0.116
H 3.227 2.511 -1.714 0.124
H 1.578 1.682 -3.354 0.113
Br 4.327 -3.487 5.197 0.808
C 3.390 -2.629 3.811 -0.698
C 2.105 -3.030 3.494 -0.118
C 1.426 -2.369 2.474 -0.158
C 1.988 -1.326 1.731 -0.291
C 3.304 -0.975 2.081 -0.161
C 4.001 -1.602 3.103 -0.115
H 1.644 -3.843 4.039 0.110
H 0.412 -2.708 2.262 0.097
H 3.837 -0.203 1.535 0.068
H 5.016 -1.316 3.347 0.109
Te -1.260 0.175 -2.205 1.501
C -1.323 -1.549 -3.388 -0.549
C -1.053 -2.796 -2.826 -0.158
C -1.120 -3.935 -3.614 -0.061
C -1.455 -3.828 -4.958 -0.048
C -1.720 -2.586 -5.515 -0.052
C -1.655 -1.441 -4.734 -0.125
C -3.262 0.176 -1.563 -0.534
C -3.866 -1.005 -1.142 -0.137
C -5.187 -0.986 -0.719 -0.056
C -5.899 0.207 -0.713 -0.053
C -5.297 1.380 -1.145 -0.061
C -3.977 1.367 -1.580 -0.145
H -0.791 -2.887 -1.778 0.087
H -0.912 -4.904 -3.180 0.116
H -1.509 -4.718 -5.571 0.119
H -1.979 -2.505 -6.562 0.119
H -1.865 -0.476 -5.179 0.103
H -3.321 -1.942 -1.156 0.101
H -5.662 -1.904 -0.400 0.118
H -6.930 0.218 -0.388 0.118
H -5.860 2.304 -1.165 0.116
H -3.524 2.282 -1.945 0.101


3.
79
Properties=species:S:1:pos:R:3:mulliken_spin:R:1 method="wB97M-V/def2-TZVPD" e_tot_ha=-3692.05917 spin_multiplicity=5 e_homo_ev="-0.7 / -1.4" fmax_ha_per_bohr=0.05757 total_charge=-2 gap_ev="4.5 / 5.3" lumo_ev="3.8796 / 3.8566" s_squared=6.05
Mn -1.056 0.200 -0.545 3.437
S -1.328 1.995 0.871 0.008
C -2.270 1.396 2.201 -0.017
C -2.315 2.230 3.313 0.006
N -2.345 2.973 4.199 0.000
C -2.971 0.204 2.146 0.004
S -3.067 -0.759 0.699 0.025
C -3.681 -0.286 3.237 -0.005
N -4.288 -0.729 4.116 -0.004
C -1.376 -3.401 2.263 0.004
C -0.144 -2.655 1.757 -0.053
C 1.058 -3.609 1.700 -0.002
C 0.226 -1.443 2.585 0.008
C 0.102 -1.458 3.963 -0.004
C 0.540 -0.393 4.732 0.005
C 1.130 0.693 4.117 -0.004
C 1.272 0.753 2.740 0.000
C 1.991 1.933 2.119 0.004
C 1.392 3.282 2.523 0.003
C 3.474 1.910 2.509 0.002
C 0.789 -0.315 1.956 -0.030
N 0.866 -0.258 0.556 -0.105
C 2.030 -0.585 -0.004 0.027
C 3.157 -1.091 0.696 0.004
C 4.310 -1.460 0.043 0.000
C 4.437 -1.336 -1.333 0.005
C 3.373 -0.800 -2.052 -0.003
C 2.229 -0.437 -1.395 0.025
F 1.205 0.142 -2.109 0.012
H -1.652 -4.167 1.542 0.000
H -2.215 -2.721 2.374 -0.003
H -1.189 -3.889 3.219 0.000
H -0.362 -2.303 0.736 0.054
H 1.342 -3.923 2.706 0.000
H 1.913 -3.125 1.233 -0.001
H 0.812 -4.498 1.119 0.001
H -0.331 -2.314 4.458 0.000
H 0.434 -0.414 5.809 0.000
H 1.488 1.514 4.725 0.000
H 1.922 1.844 1.029 0.000
H 1.444 3.431 3.600 0.000
H 0.350 3.346 2.221 0.001
H 1.943 4.088 2.035 0.000
H 3.580 1.971 3.591 0.000
H 3.993 2.763 2.070 0.000
H 3.956 0.998 2.162 -0.001
H 3.089 -1.189 1.771 0.000
H 5.138 -1.858 0.620 0.000
H 5.346 -1.634 -1.838 0.001
H 3.434 -0.659 -3.122 0.001
N 1.360 4.027 -3.923 0.001
C 0.016 4.287 -4.212 0.002
O -0.250 5.196 -5.014 0.001
C -0.973 3.437 -3.597 0.005
C -2.355 3.618 -3.917 -0.016
C -3.284 2.822 -3.300 0.004
C -2.878 1.833 -2.407 0.005
N -1.568 1.628 -2.107 -0.005
C -0.678 2.422 -2.669 -0.071
H 1.977 4.783 -4.176 0.000
H 1.581 3.576 -3.051 0.001
H -2.626 4.382 -4.632 -0.001
H -4.341 2.941 -3.504 0.000
H -3.594 1.202 -1.897 0.000
H 0.346 2.246 -2.369 0.051
C -2.933 -1.433 -3.158 0.039
C -1.682 -2.044 -2.487 -0.017
C -2.091 -3.362 -1.793 0.049
C -0.634 -2.335 -3.583 0.048
N -1.171 -1.131 -1.546 0.532
H -3.348 -2.119 -3.894 -0.003
H -2.661 -0.500 -3.642 -0.002
H -3.677 -1.227 -2.393 0.000
H -2.593 -4.027 -2.495 -0.004
H -2.764 -3.128 -0.972 -0.002
H -1.211 -3.858 -1.391 -0.007
H -1.054 -2.990 -4.346 -0.002
H 0.243 -2.804 -3.145 -0.010
H -0.331 -1.396 -4.038 -0.004


4.
77
Properties=species:S:1:pos:R:3:nbo_charge:R:1 method="wB97M-V/def2-TZVPD" e_tot_ha=-1877.16455 e_homo_ev=-6.9 e_above_lowest_kcal_mol=102.9 fmax_ha_per_bohr=0.01972 gap_ev=7.1 lumo_ev=0.2488
C 7.069 0.671 0.392 -0.620
C 6.329 1.984 0.160 -0.394
C 4.860 1.914 0.575 -0.384
C 4.019 1.090 -0.413 -0.456
C 2.632 0.877 0.114 0.252
C 1.639 1.751 -0.175 -0.290
C 0.296 1.620 0.310 0.172
C -0.744 2.452 -0.060 -0.316
C -0.574 3.627 -0.897 0.271
C -1.461 4.275 -1.720 -0.290
C -0.784 5.402 -2.237 -0.310
C 0.462 5.374 -1.697 0.068
O 0.605 4.308 -0.887 -0.427
C -2.104 2.121 0.315 0.568
O -3.103 2.580 -0.207 -0.577
C -2.299 1.167 1.510 0.063
C -2.453 2.019 2.773 -0.606
O -3.527 0.460 1.314 -0.477
C -3.451 -0.422 0.316 0.807
O -2.413 -0.632 -0.282 -0.613
C -4.725 -1.103 0.039 -0.224
C -5.897 -0.783 0.726 -0.126
C -7.069 -1.440 0.432 -0.268
C -7.102 -2.432 -0.555 0.332
O -8.310 -3.014 -0.763 -0.487
C -8.421 -4.014 -1.748 -0.253
C -5.934 -2.751 -1.242 -0.341
C -4.760 -2.088 -0.943 -0.065
C -1.194 0.144 1.741 0.603
O -1.381 -0.828 2.446 -0.566
C 0.103 0.469 1.153 -0.265
C 1.138 -0.379 1.411 0.136
N 2.388 -0.202 0.943 -0.365
C 3.392 -1.207 1.213 -0.217
C 3.539 -2.196 0.035 -0.235
N 4.939 -2.378 -0.305 -0.450
C 5.118 -2.902 -1.652 -0.250
C 6.614 -2.998 -1.957 -0.073
O 7.272 -3.834 -1.036 -0.518
C 7.098 -3.356 0.275 -0.074
C 5.617 -3.254 0.641 -0.255
H 8.104 0.761 0.072 0.214
H 7.063 0.414 1.450 0.198
H 6.610 -0.143 -0.163 0.209
H 6.820 2.772 0.736 0.207
H 6.392 2.259 -0.895 0.197
H 4.444 2.922 0.625 0.216
H 4.791 1.486 1.578 0.192
H 4.510 0.141 -0.618 0.228
H 3.953 1.642 -1.352 0.231
H 1.868 2.579 -0.823 0.245
H -2.466 3.974 -1.926 0.254
H -1.175 6.132 -2.916 0.224
H 1.310 6.022 -1.800 0.196
H -2.645 1.367 3.623 0.231
H -3.292 2.698 2.640 0.236
H -1.544 2.590 2.945 0.222
H -5.874 -0.017 1.483 0.234
H -7.986 -1.208 0.950 0.225
H -8.168 -3.629 -2.741 0.178
H -7.787 -4.876 -1.518 0.177
H -9.465 -4.323 -1.736 0.202
H -5.929 -3.510 -2.009 0.219
H -3.847 -2.324 -1.469 0.225
H 0.956 -1.242 2.035 0.234
H 4.356 -0.727 1.387 0.223
H 3.102 -1.735 2.123 0.218
H 3.047 -3.152 0.275 0.185
H 3.030 -1.778 -0.838 0.213
H 4.645 -2.223 -2.364 0.206
H 4.665 -3.902 -1.759 0.174
H 6.776 -3.436 -2.942 0.199
H 7.055 -1.990 -1.928 0.165
H 7.605 -4.065 0.931 0.198
H 7.566 -2.366 0.378 0.168
H 5.520 -2.841 1.647 0.202
H 5.172 -4.265 0.630 0.174


5.
77
Properties=species:S:1:pos:R:3:mulliken_spin:R:1 method="wB97M-V/def2-TZVPD" e_tot_ha=-5051.72357 spin_multiplicity=2 e_homo_ev="-3.6 / -3.0" e_above_lowest_kcal_mol=27.4 fmax_ha_per_bohr=0.02949 total_charge=-1 gap_ev="6.1 / 5.5" lumo_ev="2.4796 / 2.4797" s_squared=0.76
V -0.167 1.628 -0.261 0.935
C -3.225 3.645 1.254 0.000
C -2.095 3.800 2.274 -0.005
C -1.293 5.065 1.986 0.002
C -1.243 2.542 2.366 -0.046
C -1.794 1.391 2.898 -0.002
C -1.056 0.209 3.011 0.017
C 0.260 0.143 2.608 -0.027
C 1.033 -1.138 2.692 -0.006
C 0.848 1.297 2.064 0.004
C 0.101 2.473 1.932 0.067
H -3.881 4.518 1.296 0.000
H -3.832 2.760 1.456 0.000
H -2.837 3.573 0.240 0.002
H -2.561 3.904 3.264 0.001
H -0.857 5.018 0.988 -0.002
H -0.495 5.216 2.717 0.000
H -1.951 5.934 2.023 0.001
H -2.828 1.408 3.225 -0.001
H -1.531 -0.678 3.415 0.000
H 0.917 -1.616 3.666 0.000
H 2.097 -0.971 2.522 0.000
H 0.682 -1.838 1.930 0.000
H 1.905 1.299 1.819 0.009
H 0.604 3.370 1.588 0.019
C 4.761 -0.352 -4.680 0.000
C 3.492 0.013 -5.393 0.000
C 3.437 0.063 -6.778 0.000
C 2.267 0.404 -7.444 0.000
C 1.138 0.730 -6.713 0.000
C 1.166 0.705 -5.326 -0.001
C 2.330 0.325 -4.673 -0.001
N 2.424 0.263 -3.264 0.000
C 1.415 0.174 -2.327 -0.003
N 0.400 -0.648 -2.706 0.003
C -0.932 -1.019 -2.289 0.016
C -1.521 -0.780 -1.024 -0.034
C -2.846 -1.202 -0.836 -0.005
C -3.551 -1.870 -1.812 0.001
C -2.950 -2.134 -3.032 -0.002
C -1.649 -1.713 -3.280 0.006
C -1.056 -2.023 -4.632 0.000
N 1.541 0.697 -1.144 -0.010
C 2.764 1.373 -0.859 0.015
C 2.900 2.732 -1.131 0.001
C 4.071 3.387 -0.783 0.002
C 5.105 2.690 -0.171 -0.001
C 4.968 1.334 0.082 0.001
C 3.805 0.651 -0.263 -0.008
C 3.661 -0.825 -0.017 -0.001
H 5.526 -0.658 -5.392 0.000
H 4.602 -1.169 -3.972 0.000
H 5.167 0.488 -4.107 0.000
H 4.332 -0.177 -7.341 0.000
H 2.248 0.433 -8.526 0.000
H 0.231 1.046 -7.211 0.000
H 0.328 1.077 -4.751 0.000
H 3.261 0.690 -2.894 0.001
H 0.559 -0.969 -3.646 0.001
H -3.284 -0.973 0.127 0.000
H -4.573 -2.180 -1.628 0.000
H -3.485 -2.663 -3.810 0.000
H -1.748 -2.643 -5.200 0.000
H -0.115 -2.580 -4.563 0.000
H -0.860 -1.128 -5.225 0.000
H 2.077 3.246 -1.619 -0.001
H 4.169 4.445 -0.991 0.000
H 6.015 3.204 0.111 0.000
H 5.773 0.787 0.560 0.000
H 4.360 -1.162 0.749 0.000
H 3.862 -1.398 -0.927 0.000
H 2.644 -1.072 0.289 0.001
O 0.220 2.989 -3.427 0.001
Se -1.025 2.681 -2.374 -0.002
O -2.385 3.507 -2.739 0.000
O -0.908 -0.195 -0.016 0.040
O -0.464 3.412 -0.805 0.014


6.
75
Properties=species:S:1:pos:R:3:lowdin_charge:R:1 method="wB97M-V/def2-TZVPD" e_tot_ha=-6907.80858 e_homo_ev=-6.7 e_above_lowest_kcal_mol=0.0 fmax_ha_per_bohr=0.00378 gap_ev=7.1 lumo_ev=0.3615
Sr -0.663 0.736 0.296 0.764
C 1.490 -2.778 -2.362 -0.305
C 0.407 -3.304 -1.416 -0.360
P -0.936 -2.081 -1.126 0.977
C -1.990 -2.160 -2.605 -0.389
C -1.871 -3.103 -3.622 -0.090
C -2.722 -3.063 -4.719 -0.079
C -3.703 -2.086 -4.805 -0.080
C -3.829 -1.139 -3.797 -0.069
C -2.970 -1.169 -2.711 -0.096
C -1.919 -2.893 0.177 -0.372
C -3.027 -3.698 -0.078 -0.076
C -3.731 -4.262 0.976 -0.076
C -3.338 -4.026 2.286 -0.078
C -2.238 -3.223 2.549 -0.068
C -1.533 -2.656 1.497 -0.115
C 2.626 -2.014 -1.663 -0.341
P 2.170 -0.820 -0.318 1.017
C 3.786 -0.482 0.447 -0.394
C 3.855 -0.450 1.836 -0.106
C 5.062 -0.174 2.467 -0.069
C 6.200 0.063 1.715 -0.081
C 6.136 0.039 0.325 -0.081
C 4.934 -0.227 -0.306 -0.092
C 1.827 0.751 -1.200 -0.463
C 1.089 0.794 -2.393 -0.130
C 0.593 2.000 -2.876 -0.073
C 0.827 3.181 -2.185 -0.063
C 1.581 3.158 -1.019 -0.071
C 2.072 1.956 -0.525 -0.136
H 1.031 -2.163 -3.141 0.081
H 1.939 -3.620 -2.893 0.110
H 0.827 -3.521 -0.430 0.083
H -0.029 -4.237 -1.778 0.080
H -1.115 -3.876 -3.570 0.096
H -2.619 -3.798 -5.507 0.105
H -4.366 -2.060 -5.660 0.105
H -4.588 -0.371 -3.860 0.110
H -3.069 -0.415 -1.935 0.087
H -3.347 -3.873 -1.098 0.104
H -4.594 -4.883 0.773 0.105
H -3.895 -4.462 3.105 0.105
H -1.932 -3.022 3.567 0.112
H -0.672 -2.028 1.719 0.070
H 3.260 -1.524 -2.405 0.082
H 3.258 -2.739 -1.141 0.090
H 2.960 -0.606 2.426 0.053
H 5.104 -0.137 3.548 0.109
H 7.140 0.278 2.206 0.103
H 7.024 0.236 -0.262 0.103
H 4.886 -0.221 -1.388 0.103
H 0.886 -0.114 -2.944 0.084
H 0.010 2.011 -3.788 0.113
H 0.412 4.113 -2.544 0.116
H 1.760 4.070 -0.463 0.119
H 2.613 1.949 0.413 0.110
O -1.100 5.426 3.979 -0.060
C -2.025 4.504 3.389 -0.201
C -1.291 3.367 2.678 -0.577
C -0.330 3.951 1.637 -0.295
O 0.791 4.629 2.175 -0.057
C -0.524 2.518 3.707 -0.549
Se 0.475 0.950 3.010 0.406
C -2.411 2.498 2.038 -0.638
Se -2.855 2.644 0.098 0.327
H -1.586 6.192 4.295 0.097
H -2.658 5.021 2.659 0.134
H -2.667 4.079 4.169 0.127
H -0.889 4.581 0.939 0.102
H 0.104 3.129 1.066 0.022
H 0.455 5.223 2.859 0.066
H -1.231 2.144 4.450 0.061
H 0.211 3.136 4.219 0.053
H -3.347 2.698 2.560 0.048
H -2.187 1.451 2.282 -0.010